1.
{
  "formula": "C16H19B2CoF4N4O6",
  "method": "ωB97M-V/def2-TZVPD",
  "e_lumo_ev": [-4.34, -6.88],
  "relative_energy_kcal_mol": 10.9,
  "s_squared": 0.787,
  "e_tot_ha": -3123.484483,
  "charge": 1,
  "multiplicity": 2,
  "elements": ["Co", "C", "C", "N", "O", "B", "F", "F", "O", "N", "C", "C", "C", "N", "O", "B", "F", "F", "O", "N", "C", "C", "C", "H", "H", "H", "H", "H", "H", "H", "H", "H", "H", "H", "H", "C", "C", "O", "C", "C", "C", "C", "C", "C", "O", "H", "H", "H", "H", "H", "H", "H"],
  "coordinates": [[0.021, -0.257, 0.091], [3.403, -2.561, -0.684], [2.041, -2.022, -0.442], [1.792, -0.979, 0.270], [2.827, -0.238, 0.643], [2.691, 0.806, 1.746], [3.803, 1.570, 1.676], [2.488, 0.138, 2.941], [1.495, 1.701, 1.466], [0.386, 0.932, 1.524], [-0.172, 0.681, 2.654], [0.129, 1.369, 3.932], [-1.155, -0.413, 2.557], [-1.065, -1.073, 1.453], [-2.030, -1.941, 1.203], [-1.930, -2.961, 0.066], [-1.024, -3.931, 0.455], [-3.190, -3.386, -0.166], [-1.427, -2.283, -1.192], [-0.184, -1.828, -0.941], [0.829, -2.611, -1.040], [0.815, -3.960, -1.653], [-2.170, -0.719, 3.597], [4.117, -2.116, 0.001], [3.713, -2.341, -1.708], [3.399, -3.645, -0.567], [0.909, 2.110, 3.795], [0.454, 0.637, 4.672], [-0.777, 1.848, 4.307], [-0.143, -4.154, -2.124], [0.981, -4.712, -0.880], [1.622, -4.036, -2.383], [-2.284, 0.110, 4.289], [-1.865, -1.603, 4.163], [-3.124, -0.952, 3.127], [-3.390, 1.823, -1.292], [-1.947, 1.466, -1.142], [-1.668, 0.547, -0.373], [-0.912, 2.207, -1.887], [-1.242, 3.317, -2.621], [-0.274, 4.041, -3.346], [1.064, 3.637, -3.356], [1.439, 2.527, -2.651], [0.476, 1.776, -1.882], [0.910, 0.779, -1.256], [-3.987, 1.075, -0.779], [-3.681, 1.873, -2.340], [-3.574, 2.801, -0.840], [-2.266, 3.662, -2.652], [-0.580, 4.917, -3.900], [1.796, 4.201, -3.917], [2.461, 2.174, -2.614]],
  "forces_ev_per_a": [[0.1, 0.0, 0.1], [0.0, 0.0, 0.0], [0.0, 0.0, 0.0], [0.0, 0.0, 0.0], [0.0, 0.0, 0.0], [0.0, 0.0, 0.0], [0.0, 0.0, 0.0], [0.0, 0.0, 0.0], [0.0, 0.0, 0.0], [0.1, 0.0, 0.0], [0.0, 0.0, 0.0], [0.0, 0.0, 0.0], [0.0, 0.0, 0.0], [0.0, 0.0, 0.0], [0.0, 0.0, 0.0], [0.0, 0.0, 0.0], [0.0, 0.0, 0.1], [0.0, 0.0, 0.0], [0.0, 0.0, 0.0], [0.0, 0.0, 0.0], [0.0, 0.0, 0.0], [0.0, 0.0, 0.0], [0.0, 0.0, 0.0], [0.0, 0.0, 0.0], [0.0, 0.0, 0.0], [0.0, 0.0, 0.0], [0.0, 0.0, 0.0], [0.0, 0.0, 0.0], [0.0, 0.0, 0.0], [0.0, 0.0, 0.0], [0.0, 0.0, 0.0], [0.0, 0.0, 0.0], [0.0, 0.0, 0.0], [0.0, 0.0, 0.0], [0.0, 0.0, 0.0], [0.0, 0.0, 0.0], [0.0, 0.0, 0.0], [0.0, 0.0, 0.0], [0.0, 0.0, 0.0], [0.0, 0.0, 0.0], [0.0, 0.0, 0.0], [0.0, 0.0, 0.0], [0.0, 0.0, 0.0], [0.0, 0.0, 0.0], [-0.1, 0.1, -0.1], [0.0, 0.0, 0.0], [0.0, 0.0, 0.0], [0.0, 0.0, 0.0], [0.0, 0.0, 0.0], [0.0, 0.0, 0.0], [0.0, 0.0, 0.0], [0.0, 0.0, 0.0]]
}

2.
{
  "formula": "H12NO4",
  "method": "ωB97M-V/def2-TZVPD",
  "e_lumo_ev": -3.12,
  "relative_energy_kcal_mol": 17.6,
  "e_tot_ha": -362.689820,
  "charge": 1,
  "elements": ["N", "H", "H", "H", "H", "H", "H", "O", "H", "H", "O", "H", "H", "O", "H", "H", "O"],
  "coordinates": [[0.109, 0.588, 0.897], [-0.546, -0.014, 0.346], [0.386, 1.476, 0.491], [0.939, 0.099, 1.297], [-0.345, 0.848, 1.787], [-4.460, -1.409, -2.514], [-4.161, -0.630, -1.126], [-3.810, -1.095, -1.889], [2.573, 2.657, -0.206], [3.163, 1.483, -1.027], [2.561, 1.699, -0.302], [2.549, -0.107, 0.485], [3.296, -0.449, 1.847], [2.505, -0.588, 1.324], [-1.002, -2.045, -0.364], [-2.222, -1.260, -0.867], [-1.535, -1.253, -0.180]],
  "forces_ev_per_a": [[-0.4, 0.7, 2.3], [0.0, -0.1, -0.2], [0.2, -0.3, -0.6], [0.3, -0.2, -0.7], [-0.4, -0.1, -0.5], [-0.6, 0.1, 0.2], [-0.9, -0.1, -0.4], [1.5, 0.1, 0.4], [0.3, 0.0, -0.1], [-0.1, 0.3, 0.0], [-0.1, -0.1, -0.2], [0.9, 0.1, 0.4], [0.2, 0.2, -0.2], [-0.8, -0.4, -0.1], [-0.3, 0.2, 0.1], [-0.1, 0.0, -0.2], [0.5, -0.4, -0.1]]
}

3.
{
  "formula": "C31H24F5N5NaO6PTe",
  "method": "ωB97M-V/def2-TZVPD",
  "e_lumo_ev": 3.55,
  "relative_energy_kcal_mol": 7.8,
  "e_tot_ha": -3192.266902,
  "charge": -2,
  "elements": ["Na", "O", "C", "O", "C", "C", "C", "N", "C", "C", "C", "O", "O", "H", "H", "H", "N", "C", "C", "N", "C", "C", "N", "C", "C", "N", "H", "H", "H", "H", "H", "H", "F", "Te", "F", "F", "F", "F", "O", "O", "P", "C", "C", "C", "C", "C", "C", "C", "C", "C", "C", "C", "C", "C", "C", "C", "C", "C", "C", "H", "H", "H", "H", "H", "H", "H", "H", "H", "H", "H", "H", "H", "H", "H"],
  "coordinates": [[1.128, -3.020, -2.080], [-0.402, -1.911, 5.015], [0.370, -1.210, 4.335], [0.910, -0.116, 4.629], [0.644, -1.690, 2.892], [1.585, -1.020, 2.116], [1.710, -1.343, 0.784], [0.992, -2.292, 0.179], [0.107, -2.970, 0.917], [-0.076, -2.702, 2.277], [-0.783, -3.989, 0.167], [-1.919, -4.168, 0.650], [-0.277, -4.529, -0.845], [2.175, -0.238, 2.575], [2.415, -0.812, 0.157], [-0.821, -3.251, 2.833], [4.052, -0.040, -1.438], [4.662, -1.208, -1.051], [4.107, -2.185, -1.823], [3.178, -1.635, -2.675], [3.172, -0.347, -2.427], [2.354, 0.666, -3.117], [2.697, 1.292, -4.221], [1.641, 2.119, -4.505], [0.659, 1.976, -3.566], [1.131, 1.062, -2.668], [4.242, 0.885, -1.094], [5.385, -1.242, -0.256], [4.277, -3.249, -1.796], [1.648, 2.764, -5.369], [-0.322, 2.406, -3.465], [0.522, 0.558, -2.015], [0.623, -6.964, -2.176], [2.291, -6.156, -2.393], [2.535, -4.924, -0.971], [2.610, -7.529, -3.651], [4.168, -5.913, -2.585], [2.762, -7.398, -1.076], [1.750, -4.867, -3.495], [-1.032, 0.697, -1.064], [-1.552, 1.485, 0.096], [-2.159, 0.510, 1.456], [-2.591, -0.782, 1.167], [-3.050, -1.603, 2.186], [-3.055, -1.138, 3.491], [-2.620, 0.149, 3.787], [-2.179, 0.978, 2.773], [-0.341, 2.658, 0.767], [0.549, 2.222, 1.746], [1.562, 3.058, 2.191], [1.698, 4.330, 1.652], [0.812, 4.773, 0.678], [-0.208, 3.942, 0.240], [-2.927, 2.535, -0.462], [-3.173, 2.627, -1.828], [-4.203, 3.431, -2.298], [-4.988, 4.144, -1.405], [-4.751, 4.048, -0.038], [-3.726, 3.243, 0.432], [-2.507, -1.173, 0.160], [-3.293, -2.630, 1.950], [-3.326, -1.803, 4.301], [-2.548, 0.471, 4.816], [-1.793, 1.961, 3.016], [0.439, 1.241, 2.185], [2.227, 2.710, 2.971], [2.489, 4.984, 2.000], [0.913, 5.768, 0.262], [-0.902, 4.292, -0.516], [-2.557, 2.047, -2.505], [-4.395, 3.495, -3.362], [-5.794, 4.770, -1.770], [-5.372, 4.595, 0.660], [-3.549, 3.153, 1.497]],
  "forces_ev_per_a": [[0.0, -0.7, 0.1], [0.1, 0.0, 0.0], [-0.2, 0.0, -0.1], [0.0, 0.1, 0.0], [0.1, 0.0, 0.0], [0.0, 0.0, 0.1], [0.1, 0.0, 0.0], [-0.1, 0.1, 0.0], [-0.1, 0.1, -0.1], [0.0, 0.0, -0.1], [0.0, -0.2, 0.1], [0.1, 0.1, 0.1], [-0.1, 0.5, -0.2], [0.0, 0.0, 0.0], [0.0, 0.0, 0.0], [0.0, 0.0, 0.0], [0.2, 0.0, -0.2], [0.0, 0.0, 0.0], [0.0, 0.0, 0.1], [-0.2, 0.0, 0.1], [0.0, 0.0, 0.0], [-0.1, 0.0, 0.0], [0.1, 0.2, 0.1], [0.0, 0.0, 0.0], [0.0, 0.0, 0.0], [0.1, -0.6, -0.3], [0.0, 0.0, 0.0], [0.0, 0.0, 0.0], [0.0, 0.0, 0.0], [0.0, 0.0, 0.0], [0.0, 0.0, 0.0], [0.1, 0.5, 0.3], [-0.1, 0.2, 0.2], [0.6, -0.1, -0.3], [-0.3, -0.2, 0.1], [-0.1, 0.0, 0.0], [0.0, 0.1, 0.0], [0.2, -0.1, 0.0], [0.0, 0.1, -0.1], [-0.1, 0.0, 0.1], [0.1, 0.1, -0.1], [0.0, -0.1, 0.0], [0.0, 0.0, 0.0], [0.0, 0.0, 0.0], [0.0, 0.0, 0.0], [0.0, 0.0, 0.0], [0.0, 0.0, 0.0], [0.0, -0.1, 0.0], [0.0, 0.0, 0.0], [0.0, 0.0, 0.0], [0.0, 0.0, 0.0], [0.0, 0.0, 0.0], [0.0, 0.0, 0.0], [0.0, 0.0, 0.0], [0.0, 0.0, 0.0], [0.0, 0.0, 0.0], [0.0, 0.0, 0.0], [0.0, 0.0, 0.0], [0.0, 0.0, 0.0], [0.0, 0.0, 0.0], [0.0, 0.0, 0.0], [0.0, 0.0, 0.0], [0.0, 0.0, 0.0], [0.0, 0.0, 0.0], [0.1, -0.1, 0.1], [0.0, 0.0, 0.0], [0.0, 0.0, 0.0], [0.0, 0.0, 0.0], [0.0, 0.0, 0.0], [0.0, 0.0, 0.0], [0.0, 0.0, 0.0], [0.0, 0.0, 0.0], [0.0, 0.0, 0.0], [0.0, 0.0, 0.0]]
}

4.
{
  "formula": "C9H6NO3P",
  "method": "ωB97M-V/def2-TZVPD",
  "e_lumo_ev": 6.13,
  "relative_energy_kcal_mol": 4.3,
  "e_tot_ha": -968.335687,
  "charge": -2,
  "smiles": "C=C1C(=O)P([O-])([O-])=Nc2ccccc21",
  "elements": ["C", "C", "C", "O", "P", "O", "O", "N", "C", "C", "C", "C", "C", "C", "H", "H", "H", "H", "H", "H"],
  "coordinates": [[-1.469, 2.347, 0.972], [-1.911, 1.068, 0.612], [-3.558, 1.017, 0.536], [-4.336, 1.337, 1.433], [-4.083, -0.749, -0.314], [-4.963, -1.392, 0.640], [-4.332, -0.692, -1.735], [-2.683, -1.804, -0.003], [-1.469, -1.314, -0.218], [-0.431, -2.262, -0.400], [0.844, -1.940, -0.299], [1.278, -0.607, -0.216], [0.299, 0.342, -0.101], [-1.068, 0.102, -0.039], [-2.112, 2.898, 1.641], [-0.623, 2.993, 0.698], [-0.821, -3.187, -0.670], [1.571, -2.682, -0.057], [2.376, -0.410, -0.201], [0.595, 1.436, 0.081]],
  "forces_ev_per_a": [[-1.2, -0.7, 0.1], [-0.8, 3.8, -0.4], [0.6, -3.8, 2.2], [1.7, 1.2, -1.4], [3.7, -1.6, 2.0], [-3.3, -0.1, 1.8], [-0.8, 0.9, -3.3], [0.4, 2.5, -1.5], [-2.0, 1.3, 1.0], [-1.1, 0.7, -0.4], [2.0, 0.3, 0.5], [1.1, 0.1, 0.1], [0.7, 2.9, 0.4], [0.1, -2.0, -0.2], [-0.7, 0.2, -0.2], [0.3, -1.1, 0.0], [-0.2, -2.0, 0.2], [0.7, -0.9, -0.7], [-1.1, 0.2, 0.1], [-0.2, -1.7, -0.3]]
}